[1]
DFT (ωB97M-V/def2-TZVPD) results for a structure of composition C23H18ClFeN2O6.

Total charge: -1
E_tot (eV): -86322.3788
Maximum force (hartree/bohr): 0.0164
Gap between HOMO and LUMO (alpha / beta) (Ha): 0.28519 / 0.29067
Multiplicity: 5

CARTESIAN COORDINATES (ANGSTROEM)
Fe 2.278 -0.949 -1.312
O -1.637 -0.861 -3.434
C -2.217 0.055 -2.629
C -3.600 0.214 -2.720
C -4.256 1.117 -1.904
C -3.544 1.882 -0.982
C -2.172 1.728 -0.897
C -1.487 0.825 -1.712
C -0.016 0.640 -1.552
O 0.533 -0.346 -2.224
N 0.613 1.447 -0.749
N 1.939 1.034 -0.673
C 2.797 1.880 -0.271
C 4.227 1.607 -0.256
C 5.058 2.528 0.397
C 6.429 2.403 0.406
C 6.997 1.330 -0.290
C 6.208 0.417 -0.954
C 4.798 0.502 -0.942
O 4.105 -0.409 -1.576
H -0.690 -0.897 -3.167
H -4.137 -0.399 -3.435
H -5.333 1.218 -1.975
H -4.058 2.577 -0.329
H -1.592 2.301 -0.186
H 2.449 2.868 0.036
H 4.589 3.363 0.908
H 7.050 3.119 0.930
H 8.075 1.214 -0.311
H 6.643 -0.410 -1.501
C -1.890 -2.480 0.041
C -2.564 -1.724 1.163
C -3.927 -1.452 1.014
C -4.679 -0.887 2.021
Cl -6.386 -0.577 1.762
C -4.100 -0.580 3.239
C -2.747 -0.805 3.395
C -1.961 -1.339 2.373
O -0.636 -1.390 2.704
C 0.383 -1.170 1.740
C 1.068 -2.396 1.161
O 0.938 -3.500 1.651
O 1.813 -2.089 0.145
H -2.653 -2.879 -0.628
H -1.316 -3.318 0.424
H -1.232 -1.855 -0.560
H -4.407 -1.715 0.080
H -4.691 -0.156 4.040
H -2.248 -0.545 4.322
H 1.163 -0.624 2.271
H 0.025 -0.517 0.945

Mulliken atomic charge list, values in e, 5 entries:
1 Fe 0.842
2 O -0.770
3 C 0.546
4 C -0.740
5 C -0.350

=====

[2]
DFT (ωB97M-V/def2-TZVPD) results for a cluster of 3 separate species, C7H14O3 in total at a distorted geometry.

Energy relative to the best compared isomer or geometry (same formula, charge and spin) (kJ/mol): 388.3
Total charge: 0
E_tot (eV): -13625.1583
Maximum force (hartree/bohr): 0.0551
Gap between HOMO and LUMO (Ha): 0.36050
SMILES: CC(=O)C(C)C.C=O.C=O

CARTESIAN COORDINATES (ANGSTROEM)
C -0.695 1.510 -1.579
C -0.611 0.770 -0.267
O 0.022 1.205 0.674
C -1.435 -0.508 -0.162
C -2.862 -0.127 0.272
C -0.808 -1.506 0.809
H -0.329 2.529 -1.468
H -0.074 0.973 -2.300
H -1.715 1.521 -1.968
H -1.482 -0.952 -1.161
H -3.486 -1.020 0.327
H -3.330 0.571 -0.424
H -2.845 0.337 1.260
H -0.723 -1.065 1.803
H -1.424 -2.403 0.881
H 0.188 -1.794 0.474
C 2.748 -0.007 1.392
O 3.512 -0.851 0.798
H 1.802 -0.346 1.830
H 3.065 0.936 1.860
C 2.664 -0.080 -0.762
O 1.754 -0.661 -1.268
H 3.666 0.153 -1.120
H 2.399 0.813 0.099

Mulliken atomic charge list, values in e, 5 entries:
1 C -1.333
2 C 0.667
3 O -0.593
4 C 0.733
5 C -1.459

=====

[3]
DFT (ωB97M-V/def2-TZVPD) results for a cluster of 14 separate species, C21H70N4O14 in total at a distorted geometry.

Energy relative to the best compared isomer or geometry (same formula, charge and spin) (kJ/mol): 31.9
Total charge: 0
E_tot (eV): -57531.3514
Maximum force (hartree/bohr): 0.1547
Gap between HOMO and LUMO (Ha): 0.34932

CARTESIAN COORDINATES (ANGSTROEM)
C -1.604 2.309 2.369
C -0.808 3.443 1.726
O 0.404 3.350 2.336
H -1.335 1.368 1.952
H -2.622 2.348 2.053
H -1.600 2.235 3.440
H -1.285 4.432 1.834
H -0.661 3.204 0.671
H 0.881 4.150 2.232
C -2.696 2.631 -1.617
C -4.032 3.026 -0.926
O -3.684 4.308 -0.181
H -2.283 3.499 -2.080
H -2.828 1.893 -2.363
H -1.961 2.203 -0.883
H -4.387 2.320 -0.271
H -4.912 3.172 -1.561
H -4.468 4.752 0.197
C 2.192 -3.924 2.446
C 1.004 -3.235 2.759
O 1.031 -3.202 4.145
H 2.127 -4.070 1.356
H 2.334 -5.026 2.731
H 3.094 -3.329 2.683
H 0.143 -3.711 2.453
H 0.954 -2.212 2.400
H 1.630 -2.468 4.334
C 3.952 2.905 0.403
C 3.252 3.970 1.173
O 2.375 4.717 0.336
H 4.549 2.279 1.039
H 4.691 3.457 -0.158
H 3.246 2.259 -0.280
H 3.905 4.687 1.682
H 2.704 3.487 2.005
H 2.030 5.477 0.784
C -2.354 -1.205 -3.231
C -1.005 -0.434 -3.147
O -1.047 0.383 -4.253
H -2.286 -2.016 -2.464
H -2.493 -1.558 -4.212
H -3.208 -0.640 -2.985
H -0.128 -1.010 -3.221
H -1.057 0.126 -2.198
H -0.139 0.565 -4.396
C 3.837 -2.364 -0.076
C 4.139 -1.156 0.743
O 5.553 -1.037 0.954
H 2.779 -2.264 -0.200
H 4.211 -3.277 0.469
H 4.322 -2.430 -1.050
H 3.611 -1.172 1.711
H 3.734 -0.286 0.207
H 5.998 -0.426 0.364
C -4.097 -0.285 1.191
C -4.373 -0.582 -0.256
O -5.742 -0.223 -0.569
H -4.640 -0.960 1.780
H -4.405 0.774 1.390
H -3.037 -0.305 1.304
H -4.032 -1.606 -0.498
H -3.730 0.000 -0.952
H -5.890 -0.131 -1.554
C -0.271 -3.809 -1.943
O -1.505 -3.911 -1.456
N 0.288 -4.632 -2.784
N 0.616 -2.866 -1.590
H -0.459 -5.339 -2.988
H 1.290 -4.894 -2.815
H 0.218 -2.157 -0.956
H 1.539 -2.711 -2.014
C 2.149 -0.350 -4.590
O 2.623 -0.878 -3.397
N 1.666 0.878 -4.722
N 1.931 -1.037 -5.649
H 1.764 1.659 -4.004
H 1.545 1.344 -5.663
H 2.286 -1.973 -5.781
H 1.452 -0.642 -6.444
C 0.783 0.289 -0.197
O -0.202 -0.675 0.154
H 1.194 0.066 -1.164
H 1.570 0.209 0.574
H 0.449 1.306 -0.318
H -0.460 -0.544 1.029
C 0.868 3.383 -2.301
O 1.797 3.161 -3.310
H 0.339 4.298 -2.454
H 1.379 3.475 -1.325
H 0.165 2.603 -2.188
H 2.072 4.088 -3.552
C -2.024 -0.766 4.179
O -1.108 -1.199 3.230
H -3.108 -0.901 3.930
H -1.989 0.302 4.291
H -1.825 -1.106 5.198
H -1.180 -2.078 2.967
C 1.554 0.551 3.711
O 1.501 1.750 4.355
H 2.450 0.555 3.084
H 0.685 0.322 3.246
H 1.705 -0.301 4.454
H 1.257 2.469 3.731
C -2.680 -3.960 1.863
O -1.741 -3.101 1.094
H -3.648 -3.780 1.585
H -2.611 -3.692 2.947
H -2.462 -5.043 1.660
H -1.719 -3.547 0.254

Mulliken atomic charge list, values in e, 5 entries:
1 C -0.529
2 C -0.157
3 O -0.405
4 H -0.567
5 H 0.499

=====

[4]
DFT (ωB97M-V/def2-TZVPD) results for a cluster of 10 separate species, C24H40N8O2S2 in total at a distorted geometry.

Total charge: 0
E_tot (eV): -63219.5182
Maximum force (hartree/bohr): 0.0233
Gap between HOMO and LUMO (Ha): 0.29666

CARTESIAN COORDINATES (ANGSTROEM)
C 0.264 2.474 5.360
S -0.339 1.079 4.401
O -1.010 0.224 5.416
C -1.676 1.943 3.562
H 1.122 2.087 5.908
H -0.520 2.756 6.059
H 0.575 3.310 4.735
H -2.376 1.160 3.279
H -1.354 2.546 2.710
H -2.168 2.652 4.234
C -1.885 0.660 -3.917
S -3.004 2.036 -3.657
O -2.311 3.223 -4.239
C -2.762 2.161 -1.877
H -2.241 -0.259 -3.459
H -0.897 0.956 -3.569
H -1.866 0.495 -4.995
H -3.344 3.011 -1.529
H -1.696 2.209 -1.676
H -3.166 1.253 -1.416
C 0.841 -5.568 1.852
C 1.798 -5.069 2.842
N 2.535 -4.664 3.624
H 0.921 -5.007 0.926
H -0.152 -5.494 2.288
H 1.076 -6.614 1.653
C -1.220 -2.753 3.884
C -0.740 -3.828 4.731
N -0.330 -4.701 5.354
H -1.158 -3.121 2.856
H -0.637 -1.846 3.986
H -2.275 -2.537 4.047
C -0.330 4.896 -2.357
C 0.383 3.655 -2.088
N 0.931 2.679 -1.838
H 0.154 5.466 -3.143
H -0.364 5.458 -1.423
H -1.336 4.645 -2.690
C -0.253 0.067 0.499
C -0.137 -1.390 0.565
N -0.052 -2.531 0.572
H 0.386 0.372 -0.334
H 0.035 0.526 1.439
H -1.274 0.341 0.238
C -4.941 1.835 1.644
C -4.162 0.638 1.387
N -3.530 -0.291 1.163
H -6.008 1.621 1.693
H -4.753 2.590 0.885
H -4.702 2.248 2.627
C 3.882 3.073 0.360
C 2.896 2.435 1.212
N 2.148 1.821 1.827
H 4.359 3.931 0.824
H 3.540 3.288 -0.649
H 4.662 2.313 0.219
N 0.883 -2.242 -2.959
C 1.328 -2.648 -4.191
C 0.238 -2.920 -4.963
C -0.918 -2.720 -4.145
C -0.471 -2.273 -2.932
H 1.494 -1.962 -2.205
H 2.385 -2.643 -4.393
H 0.226 -3.276 -5.980
H -1.939 -2.885 -4.445
H -1.017 -2.148 -2.011
N 3.878 -0.503 -2.826
C 4.194 -1.732 -2.337
C 3.709 -1.817 -1.051
C 3.108 -0.563 -0.757
C 3.216 0.227 -1.870
H 4.143 -0.166 -3.734
H 4.726 -2.475 -2.905
H 3.748 -2.690 -0.421
H 2.635 -0.261 0.164
H 2.891 1.235 -2.046

Mulliken atomic charge list, values in e, 5 entries:
1 C -1.146
2 S 0.678
3 O -0.664
4 C -1.046
5 H 0.382

=====

[5]
DFT (ωB97M-V/def2-TZVPD) results for an isolated molecule of C3H8N2O at a distorted geometry.

Energy relative to the best compared isomer or geometry (same formula, charge and spin) (kJ/mol): 239.9
Total charge: 0
E_tot (eV): -8266.8392
Maximum force (hartree/bohr): 0.0763
Gap between HOMO and LUMO (Ha): 0.37264
SMILES: NCCNC=O

CARTESIAN COORDINATES (ANGSTROEM)
N -1.748 -0.598 1.507
C -0.440 -0.052 1.002
C -0.407 0.458 -0.552
N 0.927 0.884 -1.007
C 1.638 -0.082 -1.745
O 2.449 -0.858 -1.217
H -1.647 -1.583 1.652
H -2.050 -0.163 2.518
H 0.093 0.757 1.615
H 0.250 -0.885 1.043
H -1.128 1.379 -0.494
H -0.890 -0.339 -1.158
H 1.576 1.249 -0.286
H 1.377 -0.166 -2.876

Mulliken atomic charge list, values in e, 5 entries:
1 N -0.613
2 C -0.463
3 C -0.503
4 N -0.252
5 C 0.083

=====

[6]
DFT (ωB97M-V/def2-TZVPD) results for a cluster of 6 separate species, C33H66BrNO15 in total at a distorted geometry.

Total charge: 0
E_tot (eV): -137513.3065
Maximum force (hartree/bohr): 0.1828
Gap between HOMO and LUMO (Ha): 0.21739

CARTESIAN COORDINATES (ANGSTROEM)
C 3.982 1.076 3.171
C 3.060 0.100 2.175
C 2.652 0.942 0.829
O 1.327 0.627 0.272
N 0.348 0.739 1.191
C 0.053 2.042 1.931
C -1.125 2.165 3.100
C -1.414 3.606 3.862
C -1.054 4.928 2.951
C 0.257 5.764 3.522
Br 1.850 5.650 2.273
C -1.981 0.772 3.451
C -3.143 0.762 4.630
O -2.686 0.636 5.907
O -4.591 0.895 4.405
C -1.666 -0.604 2.616
C -2.426 -2.047 2.781
O -2.043 -3.050 3.599
O -3.617 -2.323 1.929
C -0.448 -0.552 1.471
H 3.819 2.215 2.952
H 5.123 0.744 3.086
H 3.660 0.804 4.273
H 2.160 -0.259 2.832
H 3.730 -0.852 1.969
H 3.447 0.642 -0.009
H 2.807 2.113 0.997
H 0.719 2.967 1.652
H -0.819 3.680 4.885
H -2.594 3.639 4.029
H -0.960 4.690 1.786
H -1.969 5.689 3.025
H 0.616 5.417 4.584
H -0.055 6.915 3.565
H -4.875 0.014 4.017
H -0.162 -1.530 0.854
C -5.842 -2.517 6.609
O -5.797 -3.117 5.318
C -4.651 -3.957 5.150
C -5.013 -5.435 5.329
O -5.416 -5.715 6.674
C -6.832 -5.787 6.808
H -6.849 -2.117 6.766
H -5.627 -3.235 7.406
H -5.126 -1.691 6.654
H -3.847 -3.661 5.835
H -4.291 -3.805 4.126
H -4.122 -6.040 5.131
H -5.790 -5.740 4.618
H -7.189 -6.747 6.422
H -7.337 -4.972 6.288
H -7.078 -5.724 7.871
C 3.411 5.900 -1.282
O 4.778 5.549 -1.092
C 5.531 5.622 -2.307
C 6.343 6.920 -2.381
O 5.489 8.066 -2.467
C 5.343 8.725 -1.213
H 2.965 6.082 -0.300
H 3.297 6.804 -1.887
H 2.883 5.069 -1.758
H 4.875 5.516 -3.179
H 6.225 4.774 -2.305
H 6.947 6.904 -3.294
H 7.027 7.007 -1.528
H 6.239 9.316 -1.002
H 5.166 8.022 -0.397
H 4.486 9.400 -1.280
C 2.963 -4.567 -2.591
O 1.730 -5.261 -2.755
C 1.099 -5.550 -1.504
C -0.022 -4.550 -1.202
O 0.494 -3.231 -0.999
C 0.342 -2.409 -2.152
H 3.253 -4.148 -3.559
H 2.883 -3.748 -1.870
H 3.737 -5.269 -2.267
H 1.836 -5.574 -0.692
H 0.663 -6.551 -1.589
H -0.514 -4.847 -0.269
H -0.779 -4.554 -1.996
H -0.695 -2.071 -2.228
H 0.628 -2.929 -3.068
H 0.988 -1.534 -2.036
C -2.907 7.502 -3.573
O -1.953 7.006 -4.508
C -0.625 7.449 -4.214
C 0.180 6.359 -3.498
O -0.356 6.081 -2.200
C -1.159 4.905 -2.189
H -3.831 6.927 -3.689
H -2.564 7.402 -2.540
H -3.119 8.553 -3.791
H -0.643 8.375 -3.627
H -0.141 7.669 -5.172
H 1.204 6.719 -3.349
H 0.231 5.445 -4.101
H -0.516 4.020 -2.194
H -1.844 4.866 -3.038
H -1.750 4.903 -1.268
C 0.396 -6.614 -4.839
O 0.441 -7.214 -6.130
C 1.587 -8.054 -6.298
C 1.225 -9.532 -6.119
O 0.822 -9.812 -4.774
C -0.594 -9.885 -4.640
H -0.610 -6.215 -4.682
H 0.612 -7.332 -4.042
H 1.112 -5.788 -4.795
H 2.391 -7.758 -5.614
H 1.947 -7.903 -7.322
H 2.117 -10.138 -6.317
H 0.449 -9.838 -6.830
H -0.950 -10.845 -5.026
H -1.099 -9.070 -5.161
H -0.840 -9.822 -3.577

Mulliken atomic charge list, values in e, 5 entries:
1 C -0.871
2 C -0.176
3 C -0.320
4 O -0.287
5 N 0.698

=====

[7]
DFT (ωB97M-V/def2-TZVPD) results for a cluster of 2 separate species, C3H7IN2O in total.

Energy relative to the best compared isomer or geometry (same formula, charge and spin) (kJ/mol): 232.8
Total charge: 0
E_tot (eV): -16347.9154
Maximum force (hartree/bohr): 0.0190
Gap between HOMO and LUMO (Ha): 0.33223

CARTESIAN COORDINATES (ANGSTROEM)
C 0.199 2.216 -0.765
C -0.866 -1.561 0.314
C 2.482 -0.665 -0.426
N 1.355 1.925 -0.395
N 1.439 -1.036 0.218
O 0.211 -1.075 -0.454
I 4.176 -0.620 0.831
H -0.600 2.114 -0.038
H -0.103 2.571 -1.755
H -1.137 -2.571 -0.007
H -1.712 -0.888 0.151
H -0.632 -1.575 1.382
H 2.083 2.025 -1.098
H 1.334 -1.264 1.213

Mulliken atomic charge list, values in e, 5 entries:
1 C -0.302
2 C -0.598
3 C -0.204
4 N -0.420
5 N 0.041